Record 1
This record from OMol25 describes a 14-piece molecular cluster, C37H93N9O14S5 overall in a non-equilibrium geometry. The level of theory is ωB97M-V/def2-TZVPD.

Atoms and positions in Å:
1 C 15.30761 17.70548 15.50657
2 C 15.87558 17.67396 16.90563
3 O 15.27504 16.98352 17.73727
4 N 16.99968 18.38492 17.19431
5 C 17.71260 18.10248 18.42307
6 H 15.11627 16.71289 15.07923
7 H 15.87902 18.33828 14.85848
8 H 14.34193 18.26452 15.58765
9 H 17.60373 18.67928 16.46226
10 H 17.76866 18.86734 19.14516
11 H 18.74152 17.80500 18.24006
12 H 17.36896 17.16636 19.05807
13 C 22.08397 12.38700 13.02146
14 C 22.24533 13.56720 12.09591
15 O 22.60658 14.60318 12.63664
16 N 21.98581 13.45893 10.77939
17 C 22.25554 14.66878 9.93547
18 H 22.91916 11.76328 12.82914
19 H 21.23107 11.75684 12.76858
20 H 21.84326 12.70764 13.98748
21 H 21.45387 12.63716 10.55177
22 H 23.25013 14.57972 9.44024
23 H 22.24724 15.50080 10.62248
24 H 21.58914 14.75861 9.09988
25 C 12.79906 10.08160 17.21631
26 C 12.50997 9.00938 16.18865
27 O 11.76517 8.07975 16.45769
28 N 13.07467 9.17104 14.97355
29 C 12.62988 8.35498 13.82927
30 H 12.23889 9.90830 18.11293
31 H 12.75067 11.08480 16.84038
32 H 13.84814 9.96548 17.51302
33 H 13.61580 9.98230 14.93688
34 H 13.39275 7.55686 13.56415
35 H 12.47664 8.98886 12.95652
36 H 11.73433 7.83102 14.18209
37 C 14.60814 12.07422 12.12693
38 C 14.37832 11.15073 11.00482
39 O 14.61017 9.96638 11.07746
40 N 13.88523 11.76128 9.91449
41 C 13.69476 11.08372 8.59270
42 H 13.64053 12.23892 12.66269
43 H 14.96526 13.06835 11.86672
44 H 15.25488 11.52791 12.81581
45 H 13.86328 12.73897 9.94471
46 H 12.68063 11.29144 8.22656
47 H 13.66174 10.01420 8.79988
48 H 14.54366 11.31564 7.84895
49 C 10.55224 11.68865 13.00759
50 C 11.01184 13.15466 12.96431
51 O 11.01257 13.79618 11.92697
52 N 11.54807 13.68341 14.09416
53 C 12.38659 14.88244 13.85688
54 H 9.61550 11.49425 12.64338
55 H 10.63184 11.27180 13.98574
56 H 11.31852 11.17961 12.35156
57 H 11.79439 13.16057 14.93068
58 H 12.84404 15.12655 14.83304
59 H 11.68809 15.65676 13.43500
60 H 13.23501 14.68644 13.17111
61 C 12.04522 15.92340 10.14476
62 C 13.50938 15.86151 10.28862
63 O 14.22903 14.87226 10.06697
64 N 14.11108 17.04911 10.64729
65 C 15.47205 17.39646 10.33357
66 H 11.70615 16.60052 9.37460
67 H 11.58389 16.23440 11.07332
68 H 11.66764 14.93251 9.85591
69 H 13.42619 17.80856 10.74633
70 H 15.40926 18.20316 9.62079
71 H 16.04784 16.54771 9.94232
72 H 15.93858 17.69045 11.27828
73 C 17.88647 9.36547 9.80047
74 C 19.01046 9.33738 10.81573
75 O 19.01953 9.90221 11.88587
76 N 20.08999 8.54868 10.44986
77 C 21.29434 8.68495 11.27707
78 H 16.90499 9.07859 10.19002
79 H 18.13805 8.72029 9.02552
80 H 17.78365 10.39488 9.36016
81 H 20.22724 8.43757 9.46426
82 H 22.09943 8.41040 10.58524
83 H 21.19805 8.01912 12.15825
84 H 21.38767 9.61362 11.79065
85 C 17.18454 13.32440 10.26950
86 C 18.02598 14.41327 9.66111
87 O 18.40911 14.34286 8.48416
88 N 18.28927 15.52288 10.40324
89 C 18.88473 16.66888 9.67669
90 H 17.84959 12.42678 10.13381
91 H 16.25568 13.13138 9.68280
92 H 17.01302 13.59266 11.30252
93 H 17.99509 15.66422 11.36975
94 H 19.23921 17.49574 10.36864
95 H 18.22976 17.06236 8.90768
96 H 19.83199 16.42783 9.21056
97 C 18.63870 13.01982 13.34479
98 C 17.37072 13.76237 13.81507
99 O 16.95074 14.73756 13.18956
100 N 16.89468 13.32062 15.02422
101 C 15.54812 13.56453 15.44046
102 H 19.05312 13.67082 12.55433
103 H 18.34020 12.09250 12.86214
104 H 19.30812 12.87631 14.19213
105 H 17.25349 12.38391 15.29174
106 H 15.23380 12.61035 15.84424
107 H 14.77911 13.73793 14.61257
108 H 15.39928 14.29650 16.20726
109 C 22.11340 12.82238 17.19615
110 S 20.41362 12.87551 17.82523
111 O 19.53011 12.39109 16.74597
112 C 20.54850 11.40585 18.84595
113 H 22.18847 13.42169 16.25388
114 H 22.36947 11.76988 17.06211
115 H 22.71049 13.22946 18.00022
116 H 21.09830 10.72562 18.18553
117 H 19.44766 11.27441 19.04562
118 H 21.07102 11.61818 19.79324
119 C 18.45164 9.01390 15.53714
120 S 16.56891 9.10920 15.60867
121 O 16.14213 10.49614 15.86281
122 C 16.35855 8.90100 13.82392
123 H 18.79249 8.46634 16.37367
124 H 18.78899 10.09077 15.58826
125 H 18.79980 8.65021 14.58930
126 H 16.72067 9.82029 13.33482
127 H 15.30061 8.71888 13.68633
128 H 16.90974 8.00354 13.55652
129 C 19.84517 15.81885 15.46804
130 S 20.05817 17.40063 14.64587
131 O 19.27095 18.27867 15.56266
132 C 21.81104 17.51814 14.96301
133 H 20.05085 15.94625 16.50401
134 H 20.56406 15.07381 15.07325
135 H 18.84306 15.51193 15.33858
136 H 22.07023 18.54100 14.74843
137 H 22.29290 16.89222 14.22898
138 H 22.05928 17.35342 16.00441
139 C 16.24994 12.44327 18.58191
140 S 17.23788 13.58829 19.47324
141 O 18.34288 12.78628 20.04628
142 C 17.75936 14.64348 18.19048
143 H 16.61248 12.23524 17.57126
144 H 15.24499 12.77968 18.57856
145 H 16.30250 11.49626 19.13581
146 H 18.57580 15.23240 18.75047
147 H 16.88700 15.21620 17.81358
148 H 18.20952 14.09829 17.37920
149 C 10.77414 13.92496 18.20831
150 S 12.47850 14.03869 18.19255
151 O 12.85422 13.49150 16.88214
152 C 12.62946 15.74480 18.05719
153 H 10.41429 14.49377 19.04461
154 H 10.59400 12.85583 18.41727
155 H 10.36904 14.21382 17.23583
156 H 12.29318 16.05479 17.09925
157 H 13.69464 15.93531 18.09414
158 H 12.11815 16.38390 18.82177

Results
LUMO energy ... 0.34 eV
Frontier orbital gap ... 8.8 eV
Highest occupied orbital energy ... -8.45 eV
Net charge ... 0
Total energy ... -5002.64386 hartree
Relative energy (zero: lowest compared OMol25 entry of this formula, charge and spin) ... 213.2 kJ/mol
Multiplicity ... 1

Results of the Mulliken charge analysis, in e, for atoms 1 through 4: -0.791 0.570 -0.786 -0.148

***

Record 2
This record from OMol25 describes C37H95CdN6O14 as an isolated structure in a non-equilibrium geometry. The level of theory is ωB97M-V/def2-TZVPD.

Atoms and positions in Å:
1 Cd -2.87864 -1.40211 -2.22800
2 C -1.11736 -0.87602 0.63811
3 O -1.87178 -0.67262 -0.57141
4 H -1.68368 -0.63976 1.53898
5 H -0.89627 -1.93628 0.76092
6 H -0.16904 -0.34350 0.71030
7 C -1.93901 1.51133 -3.70776
8 O -2.41037 0.20457 -3.66187
9 C -2.60548 -0.33497 -4.95879
10 C -3.59205 -1.47110 -5.10200
11 N -3.19931 -2.47378 -4.07414
12 C -4.22641 -3.46864 -3.74999
13 C -3.96459 -4.13528 -2.38454
14 O -3.26364 -3.27093 -1.50204
15 C -2.78849 -3.99664 -0.33762
16 H -0.98262 1.61229 -4.22082
17 H -1.69999 1.98026 -2.75326
18 H -2.74102 2.16050 -4.05912
19 H -1.64607 -0.73481 -5.28706
20 H -2.82140 0.37288 -5.75906
21 H -3.56934 -1.85523 -6.12182
22 H -4.61936 -1.10748 -5.12472
23 H -2.50101 -3.05954 -4.50932
24 H -4.29504 -4.21855 -4.53804
25 H -5.21420 -3.01927 -3.64789
26 H -3.36309 -5.03585 -2.50806
27 H -4.90494 -4.50978 -1.98008
28 H -2.65787 -3.20666 0.40196
29 H -1.74390 -4.28940 -0.44359
30 H -3.38568 -4.79605 0.10103
31 C -5.05180 -1.06160 2.01800
32 O -5.20640 0.26767 2.45866
33 C -4.01122 0.88110 2.90184
34 C -4.30880 2.20241 3.62826
35 N -4.81411 3.23785 2.71220
36 C -5.49170 4.38496 3.32575
37 C -6.35917 5.23239 2.32945
38 O -7.08902 6.28975 2.87661
39 C -7.98292 6.94643 2.00032
40 H -4.63543 -1.65506 2.83197
41 H -4.49994 -1.14572 1.08181
42 H -6.04227 -1.42413 1.74298
43 H -3.33318 0.95355 2.05148
44 H -3.56398 0.20376 3.62936
45 H -3.38904 2.52200 4.11816
46 H -5.05434 2.01472 4.40094
47 H -5.53717 2.84717 2.12513
48 H -4.85470 4.99763 3.96370
49 H -6.22767 3.95211 4.00331
50 H -7.10664 4.59483 1.85732
51 H -5.77115 5.56554 1.47426
52 H -8.70057 7.59777 2.49915
53 H -8.60821 6.22625 1.47263
54 H -7.55681 7.53995 1.19145
55 C 1.49087 7.95222 0.33392
56 O 2.45032 7.04937 -0.24914
57 C 2.82153 7.28704 -1.61761
58 C 3.61540 6.16993 -2.32239
59 N 3.24098 4.82164 -1.98957
60 C 2.13082 4.52168 -2.86995
61 C 1.61457 3.10660 -2.49771
62 O 0.80863 3.28004 -1.29864
63 C 0.55161 2.08622 -0.52562
64 H 1.57430 8.01763 1.41875
65 H 0.46377 7.66478 0.10909
66 H 1.55509 8.98137 -0.01940
67 H 3.37458 8.21481 -1.76420
68 H 1.88236 7.46575 -2.14118
69 H 4.63205 6.22545 -1.93323
70 H 3.67327 6.33740 -3.39789
71 H 2.88011 4.85296 -1.04676
72 H 2.44043 4.36392 -3.90307
73 H 1.28925 5.20487 -2.75535
74 H 2.45943 2.42577 -2.39389
75 H 0.94068 2.65760 -3.22734
76 H 1.45135 1.61928 -0.12495
77 H -0.08072 1.32891 -0.98903
78 H -0.02843 2.42730 0.33190
79 C 6.08640 -5.90801 -1.29700
80 O 5.78513 -4.75603 -2.11429
81 C 6.61123 -3.64022 -1.62991
82 C 5.82196 -2.43091 -2.00881
83 N 4.53362 -2.44110 -1.36449
84 C 3.60454 -1.46693 -1.95192
85 C 2.13208 -1.58714 -1.54178
86 O 1.49862 -2.82772 -1.82441
87 C 1.53858 -3.83643 -0.78677
88 H 5.36057 -6.69276 -1.51012
89 H 6.02895 -5.71686 -0.22543
90 H 6.96686 -6.49084 -1.56755
91 H 7.56924 -3.65541 -2.14960
92 H 6.95050 -3.60945 -0.59451
93 H 5.74236 -2.30460 -3.08854
94 H 6.36302 -1.53206 -1.71312
95 H 4.18025 -3.38078 -1.47509
96 H 3.66588 -1.56202 -3.03603
97 H 3.90237 -0.45095 -1.69273
98 H 1.70207 -0.77752 -2.13145
99 H 2.01513 -1.29752 -0.49748
100 H 0.84741 -4.59059 -1.16310
101 H 1.12322 -3.52739 0.17243
102 H 2.46387 -4.38756 -0.61886
103 C 0.06586 -2.44180 3.90452
104 O -0.49807 -3.68430 4.28263
105 C -1.39239 -4.07672 3.24294
106 C -2.14370 -5.32905 3.73348
107 N -3.11166 -5.69091 2.74013
108 C -3.53548 -7.08599 2.94922
109 C -4.70595 -7.39227 2.01535
110 O -4.20581 -7.65039 0.62399
111 C -3.60483 -8.97407 0.57813
112 H 0.79115 -2.11198 4.64834
113 H -0.77066 -1.78030 3.67924
114 H 0.57997 -2.59092 2.95502
115 H -0.88037 -4.19327 2.28777
116 H -2.16209 -3.31389 3.12568
117 H -2.55781 -5.27560 4.74034
118 H -1.37616 -6.09507 3.62304
119 H -3.89658 -5.06240 2.64536
120 H -3.89210 -7.28406 3.96001
121 H -2.74925 -7.80986 2.73489
122 H -5.43504 -6.61993 1.77033
123 H -5.30972 -8.22111 2.38493
124 H -4.19913 -9.73015 1.09121
125 H -2.58023 -9.05887 0.94021
126 H -3.62862 -9.30197 -0.46111
127 C 2.83768 0.25674 2.28351
128 O 4.07855 0.83843 2.05005
129 C 4.67047 0.61131 0.85026
130 C 6.04852 1.31361 1.06888
131 N 5.82626 2.75174 0.89892
132 C 7.03864 3.47266 1.15398
133 C 6.86785 4.93955 0.71811
134 O 8.11957 5.53879 0.49406
135 C 8.12833 6.91432 0.13022
136 H 2.06338 0.77417 1.71711
137 H 2.68462 0.31003 3.36139
138 H 2.86005 -0.75947 1.88992
139 H 4.09843 1.01074 0.01282
140 H 4.71238 -0.46864 0.70860
141 H 6.59954 1.04866 0.16651
142 H 6.53642 1.07177 2.01311
143 H 5.12659 2.84371 1.62149
144 H 7.80598 2.97078 0.56456
145 H 7.26074 3.46125 2.22105
146 H 6.34051 5.42576 1.53885
147 H 6.25153 5.10724 -0.16514
148 H 7.43039 7.16195 -0.66958
149 H 9.15079 7.19004 -0.12794
150 H 7.77978 7.49649 0.98327
151 O -3.65059 1.75147 -0.74789
152 H -2.92182 1.13835 -0.65195
153 H -4.32393 1.25330 -1.21121

Results
LUMO energy ... -3.29 eV
Frontier orbital gap ... 6.7 eV
Highest occupied orbital energy ... -9.99 eV
Net charge ... +1
Total energy ... -3015.68020 hartree
Relative energy (zero: lowest compared OMol25 entry of this formula, charge and spin) ... 394.4 kJ/mol
Multiplicity ... 1

Results of the Mulliken charge analysis, in e, for atoms 1 through 4: 0.349 -0.181 0.821 -0.129